{
  "formula": "C3H6N2",
  "method": "ωB97M-V/def2-TZVPD",
  "symbols": ["N", "N", "C", "C", "C", "H", "H", "H", "H", "H", "H"],
  "coordinates": [[0.163688, 0.301435, 0.594895], [-2.856039, -0.988069, -0.282936], [1.301325, -0.356007, -0.115243], [-0.983815, 0.774146, -0.243704], [-1.994945, -0.194433, -0.317235], [2.081186, -0.658723, 0.590684], [-0.614289, 1.221619, -1.161512], [0.904361, -1.220551, -0.648070], [-0.220401, -0.343118, 1.290956], [1.705383, 0.362155, -0.831525], [0.513541, 1.101544, 1.123690]],
  "forces_ev_per_a": [[0.1, 0.0, 0.2], [0.8, 0.7, 0.0], [0.0, 0.0, -0.1], [0.0, 0.0, -0.1], [-0.7, -0.7, 0.0], [-0.1, 0.1, -0.1], [-0.1, -0.1, 0.1], [0.0, 0.1, 0.1], [0.0, 0.1, -0.1], [-0.1, -0.1, 0.1], [0.0, -0.1, 0.0]],
  "lowdin_charge": [-0.08, 0.07, -0.03, -0.22, -0.38, 0.09, 0.06, 0.10, 0.16, 0.09, 0.15],
  "lumo_ev": 0.25,
  "e_homo_ha": -0.2678,
  "e_tot_ha": -227.32628,
  "total_charge": 0
}

{
  "formula": "C52H48AsMgN3O5P2S4",
  "method": "ωB97M-V/def2-TZVPD",
  "symbols": ["As", "S", "S", "S", "S", "P", "P", "Mg", "O", "O", "O", "O", "O", "N", "N", "N", "C", "C", "C", "C", "C", "C", "C", "C", "C", "C", "C", "C", "C", "C", "C", "C", "C", "C", "C", "C", "C", "C", "C", "C", "C", "C", "C", "C", "C", "C", "C", "C", "C", "C", "C", "C", "C", "C", "C", "C", "C", "C", "C", "C", "C", "C", "C", "C", "C", "C", "C", "C", "H", "H", "H", "H", "H", "H", "H", "H", "H", "H", "H", "H", "H", "H", "H", "H", "H", "H", "H", "H", "H", "H", "H", "H", "H", "H", "H", "H", "H", "H", "H", "H", "H", "H", "H", "H", "H", "H", "H", "H", "H", "H", "H", "H", "H", "H", "H", "H"],
  "coordinates": [[4.636207, 1.010108, 3.170781], [5.009761, 2.954941, 4.088891], [4.814650, -0.612874, 4.655417], [5.786112, 1.314199, 1.258936], [2.493968, 0.768317, 2.309787], [-0.862412, 2.612256, 0.737850], [-1.325631, -1.340345, -0.337093], [3.471834, 1.571923, 0.244775], [-3.031357, 0.622435, 0.604868], [3.499773, 3.350002, -0.459200], [1.289954, 2.243764, -6.216295], [0.225557, 0.235951, -6.082089], [2.917984, 4.630156, -2.228014], [3.611212, -3.032920, 0.069381], [2.448636, 1.177491, -1.584524], [5.409977, -4.663651, 1.229670], [-0.857045, 4.430205, 2.908197], [-0.992525, -2.164214, 1.272288], [-3.614166, 1.884410, 0.620249], [-1.032219, -3.916819, 2.897273], [-0.163357, 5.372427, -2.347715], [-0.518446, -2.996063, -3.961519], [4.480073, -3.727977, -0.941538], [0.039447, -3.329159, 3.611715], [5.605620, -3.178667, 1.657411], [3.991201, -5.042945, 1.613093], [-1.501686, -3.392185, 1.736479], [1.840273, -0.020131, -3.627303], [-6.358629, 0.641931, 2.183287], [1.849346, 4.512625, 3.043729], [1.137346, 5.203779, 4.020451], [2.353906, 0.072356, -2.283394], [1.926641, 2.420429, -2.068315], [1.687508, 2.469422, -3.583187], [-7.218916, 1.119291, -0.139919], [-0.861424, -2.618968, -1.558324], [-5.243921, -0.367676, 0.217365], [-3.925191, -2.666766, -0.785759], [-5.942875, -1.494474, -0.213514], [0.322853, 2.636332, -1.872068], [0.264725, 3.125665, -3.331245], [-0.078008, -4.751507, -2.364209], [-0.236620, 5.182999, 3.937441], [3.011534, -4.088686, 0.899751], [-4.989520, 2.033821, 0.627161], [-3.151736, -1.553417, -0.362148], [1.235360, 4.005594, 1.914795], [-2.679296, 2.989019, 0.637040], [-3.849385, -0.440581, 0.164245], [-0.375086, 4.830914, -1.031809], [-0.131967, -4.314672, -3.692667], [-4.657587, 4.432161, 0.555145], [2.823291, 3.575587, -1.577964], [4.517792, -2.256120, 0.984995], [1.493701, 1.145644, -4.231310], [-0.355528, -3.904309, -1.324313], [-0.073330, -1.484042, 2.061210], [-0.935692, -2.194006, -2.889834], [0.958525, 1.155678, -5.613968], [-0.281916, 3.493350, -0.798239], [5.523873, -4.702437, -0.338147], [-3.264273, 4.270116, 0.575048], [0.467081, -2.067666, 3.210022], [0.143213, 4.603855, -3.397795], [-0.141582, 3.835805, 1.909410], [-5.516471, 3.322715, 0.549727], [-5.297435, -2.615019, -0.682023], [-5.943550, 0.866518, 0.724932], [0.038306, -5.047569, -4.455203], [-1.420689, -4.888132, 3.299089], [-2.576482, 5.116996, 0.583601], [3.778112, -4.260687, -1.603327], [2.264923, -4.604490, 0.274897], [6.110346, -5.245826, 1.673856], [-0.086743, 1.616523, -1.752441], [-6.832572, 1.521103, 2.570521], [-2.300823, -3.895277, 1.198442], [-0.860075, 5.709635, 4.619465], [3.928866, -1.755999, 1.769599], [0.110195, -5.769919, -2.079178], [-0.350005, 6.418164, -2.445922], [-7.732120, 0.140061, -0.236770], [-1.187043, -1.141335, -3.098299], [3.869322, -6.095022, 1.307236], [-0.565743, 5.527675, -0.216081], [4.954560, -2.939871, -1.535465], [-6.613675, 3.447049, 0.527923], [5.083378, -1.439754, 0.464435], [-3.396286, -3.534263, -1.146577], [-7.040312, -1.397314, -0.187047], [0.337569, 5.033842, -4.385162], [-7.858784, 1.879142, 0.263596], [-5.815690, -3.519202, -0.881246], [-1.916521, 4.235049, 3.031894], [-0.498903, -2.479096, -4.906245], [2.761067, -0.838460, -1.836220], [-5.071167, 5.424235, 0.596244], [6.626484, -2.939163, 1.376809], [5.607106, -3.082360, 2.776828], [6.540201, -4.421987, -0.589200], [1.316219, -1.580680, 3.716591], [1.883789, 3.722035, 1.062498], [3.971205, -4.984830, 2.684796], [-7.034288, -0.188879, 2.224397], [-0.129845, -4.183862, -0.279326], [5.342450, -5.758829, -0.620826], [2.338134, 3.143592, -4.109164], [-0.460937, 2.650238, -4.042143], [1.650487, 5.709672, 4.839726], [0.500802, -3.813303, 4.455743], [2.371432, -3.577562, 1.644768], [-6.885661, 1.479576, -1.139098], [2.948045, 4.352721, 3.102908], [1.678223, -1.008138, -4.110555], [-5.466371, 0.515208, 2.814841], [0.209356, -0.436560, 1.797370]],
  "forces_ev_per_a": [[-0.6, 1.2, 0.5], [-0.3, -1.0, -0.1], [0.3, 0.0, -1.2], [-0.4, -1.2, 0.0], [1.0, 0.0, 0.1], [0.8, 0.7, -0.6], [-0.1, -0.4, 0.1], [0.6, -0.1, 0.8], [-1.4, -0.6, -0.2], [-1.5, 0.3, -1.9], [-0.4, -1.7, 0.6], [1.0, 0.4, 1.2], [-0.5, -1.7, 0.6], [2.4, -1.0, 0.8], [0.2, -2.3, 0.4], [-1.2, 2.1, -1.5], [-0.5, 0.5, 1.8], [0.2, 0.2, 0.1], [1.7, 0.5, 0.2], [0.8, -1.8, 1.9], [0.1, -0.4, -0.6], [-0.2, 0.1, 1.1], [-1.2, 0.7, 0.0], [-0.7, 0.8, -0.9], [0.1, -0.1, 0.8], [0.9, -0.7, -0.8], [-0.5, 0.7, -0.8], [-0.7, 0.4, -0.3], [1.0, 0.4, -0.1], [1.5, 0.4, -0.5], [0.1, -0.3, 0.2], [0.5, 1.3, 0.7], [-0.7, 0.3, -0.4], [-1.3, 1.1, 0.3], [1.2, -0.8, -0.7], [0.2, -0.3, -0.5], [0.6, -0.5, -0.4], [1.3, 1.6, 0.7], [-0.7, 0.9, 0.2], [0.1, -1.1, 0.2], [0.2, -0.9, -0.5], [-0.1, 0.0, -0.5], [-0.2, -0.6, -1.2], [-1.8, 0.9, 0.1], [-0.4, 0.5, -0.3], [-1.1, 0.2, 0.1], [0.8, -0.4, -0.3], [-1.8, -0.3, 0.0], [0.7, 0.4, -0.1], [0.1, -1.5, 1.0], [-0.6, 0.2, 0.5], [0.1, -0.6, 0.0], [1.6, 1.5, 1.0], [0.6, 0.1, -0.2], [0.5, -1.5, 0.5], [-0.1, 1.1, 1.4], [0.1, 0.9, 0.0], [0.5, 0.4, -0.2], [-0.8, 1.8, -3.0], [0.3, 0.7, -0.1], [-0.4, -0.6, 1.3], [0.2, -0.9, 0.3], [0.8, -0.4, 0.3], [0.4, 0.5, -0.7], [-0.7, -0.2, -0.4], [0.5, 0.7, 0.3], [0.3, -0.4, 0.2], [-0.3, 0.1, -0.4], [0.3, 0.0, -0.5], [0.2, 0.9, -0.6], [-0.4, -0.1, 0.0], [0.4, 0.0, 0.2], [0.5, -0.3, 0.1], [-0.1, -0.1, 0.0], [0.2, 0.2, -0.3], [-0.5, 0.6, 0.1], [0.1, 0.0, 0.0], [-0.4, 0.3, 0.6], [0.1, -0.2, -0.2], [0.5, -0.4, -0.4], [0.2, 0.7, -0.3], [-0.2, 1.2, 0.0], [0.0, -0.6, 0.0], [-0.1, 0.3, 0.1], [-0.3, -0.2, -0.1], [0.1, -0.2, 0.2], [0.8, 0.1, 0.1], [-0.7, -0.6, 0.2], [-0.1, -0.2, -0.2], [0.7, -0.8, 0.0], [-0.3, 0.0, 0.3], [-0.5, 0.1, 0.4], [-0.7, -0.5, -0.4], [-0.1, 0.2, -0.3], [0.1, -0.4, -0.5], [-0.1, 0.2, 0.2], [-0.1, 0.3, -0.2], [0.1, 0.2, -0.4], [-0.4, -0.3, -0.8], [0.1, 0.0, 0.1], [-0.6, 0.0, -0.2], [-0.6, -0.1, 0.7], [-0.3, 0.2, 0.5], [-0.3, -0.6, 0.3], [-0.4, -0.1, -0.6], [0.1, 0.6, 0.1], [0.4, -0.1, -0.5], [0.1, 0.4, 0.8], [-0.1, -0.2, -0.2], [-0.1, -0.1, 0.2], [0.5, -0.2, -0.1], [-0.3, -0.4, 0.5], [-0.8, 0.5, 0.1], [0.2, 1.0, 0.4], [-0.3, -0.4, -0.2], [0.0, -1.1, 0.1]],
  "lowdin_charge": [-0.38, -0.22, -0.31, -0.11, 0.00, 1.15, 1.14, 0.19, -0.06, -0.17, -0.07, -0.07, 0.05, -0.11, 0.05, -0.07, -0.12, -0.36, -0.17, -0.12, -0.09, -0.07, -0.14, -0.10, -0.06, -0.07, -0.13, 0.00, -0.01, -0.08, -0.09, -0.08, -0.26, -0.11, -0.03, -0.38, -0.11, -0.07, -0.04, -0.14, -0.16, -0.12, -0.10, -0.16, -0.13, -0.25, -0.12, -0.24, -0.16, -0.08, -0.09, -0.07, -0.51, -0.16, -0.09, -0.11, -0.13, -0.11, -0.67, -0.30, -0.05, -0.08, -0.10, -0.03, -0.41, -0.03, -0.10, -0.43, 0.08, 0.10, 0.09, 0.12, 0.11, 0.17, 0.12, 0.08, 0.10, 0.07, 0.06, 0.09, 0.09, 0.06, 0.11, 0.13, 0.10, 0.13, 0.11, 0.08, 0.10, 0.10, 0.12, 0.06, 0.09, 0.09, 0.10, 0.10, 0.09, 0.12, 0.10, 0.12, 0.08, 0.09, 0.12, 0.08, 0.09, 0.12, 0.15, 0.16, 0.10, 0.09, 0.12, 0.11, 0.04, 0.11, 0.11, 0.03],
  "lumo_ev": 2.20,
  "e_homo_ha": -0.0585,
  "e_tot_ha": -7262.23824,
  "total_charge": -2
}

{
  "formula": "C25H32FGdO2",
  "method": "ωB97M-V/def2-TZVPD",
  "symbols": ["Gd", "F", "O", "O", "C", "C", "C", "C", "C", "C", "C", "C", "C", "C", "C", "C", "C", "C", "C", "C", "C", "C", "C", "C", "C", "C", "C", "C", "C", "H", "H", "H", "H", "H", "H", "H", "H", "H", "H", "H", "H", "H", "H", "H", "H", "H", "H", "H", "H", "H", "H", "H", "H", "H", "H", "H", "H", "H", "H", "H", "H"],
  "coordinates": [[0.671233, 0.109733, 1.207681], [5.702525, -4.392679, -0.378172], [-2.954796, 0.372417, -0.626346], [-0.663372, -0.354979, -1.851755], [1.303044, -1.003091, 3.307784], [-0.046391, 1.819277, -2.731385], [1.762266, 2.224614, 2.171306], [-0.866023, -0.208733, 3.128801], [2.803744, 1.245155, 2.252495], [-0.811342, -1.493421, 2.495862], [3.231959, 0.940080, 0.938074], [0.749137, 0.737106, -3.514226], [-4.338870, 2.291774, -0.010103], [1.553952, 2.540231, 0.804108], [4.619328, -3.647250, 0.015031], [3.503918, -3.611147, -0.817223], [-5.170863, -0.032193, 0.309164], [-4.306736, 0.872026, -0.537501], [3.664931, -2.056619, 1.495589], [0.362185, -0.599071, -2.795965], [2.449648, 1.710675, 0.045395], [4.748757, -2.906642, 1.184364], [0.544319, -1.967698, 2.575380], [2.538539, -2.030138, 0.702386], [0.439295, 0.079855, 3.662440], [-4.565420, 0.896406, -2.076601], [2.419352, -2.773585, -0.442641], [-3.159527, 0.341822, -2.179255], [-0.536743, 1.098569, -1.489955], [0.446397, 0.759717, -4.595137], [0.604452, 2.602178, -2.354573], [-0.057175, -1.407105, -3.411515], [4.078010, 0.285306, 0.658145], [-4.721129, 0.000549, 1.315209], [0.808295, 3.245169, 0.426667], [1.267496, -0.892972, -2.248890], [0.912843, -2.910150, 2.172776], [-3.747672, 2.998557, -0.613040], [1.537770, -2.703260, -1.096342], [0.688728, 0.956772, 4.260444], [3.485489, -4.186391, -1.748706], [-5.288620, 0.249322, -2.578630], [3.229595, 0.853209, 3.176460], [-1.497766, 1.445152, -1.082370], [0.308554, 1.307007, -0.757356], [-0.919059, 2.294386, -3.233378], [-2.452454, 0.995829, -2.712563], [2.542430, 1.699646, -1.035961], [5.654186, -2.912891, 1.794462], [-1.731738, 0.446470, 3.215286], [-5.353772, 2.692616, 0.008562], [1.855079, 0.971338, -3.516483], [-3.042849, -0.683825, -2.560077], [3.805170, -1.385112, 2.345493], [1.252178, 2.708592, 2.997568], [-6.225002, 0.282740, 0.341199], [-3.975229, 2.284421, 1.023963], [-4.636490, 1.911782, -2.481977], [2.349712, -1.083715, 3.568835], [-5.188453, -1.052938, -0.092272], [-1.637024, -1.974892, 1.969466]],
  "forces_ev_per_a": [[1.5, -0.7, -2.9], [-0.5, 0.1, 0.1], [-1.2, -0.2, -2.8], [0.5, 2.6, 1.0], [-1.3, -0.4, 1.1], [-0.4, 0.0, 0.1], [0.6, 0.4, -0.4], [0.5, -0.5, 0.7], [0.2, 0.7, -0.2], [0.6, 0.0, 0.4], [0.3, 0.5, 0.1], [-0.4, 0.5, -1.2], [0.2, 0.3, 0.5], [0.7, -0.4, 0.0], [0.4, -0.1, -0.3], [-0.3, 0.3, 0.2], [0.0, -0.2, 0.1], [-1.6, 0.8, -0.6], [1.2, -0.7, 0.1], [0.8, 0.2, 0.0], [0.0, 0.8, 0.1], [-0.9, 0.5, -0.2], [-1.2, -0.1, 1.4], [-1.2, 2.0, -0.1], [-0.8, -1.2, 0.6], [0.6, -0.3, 0.1], [0.9, -0.9, -0.7], [0.7, -0.3, 0.9], [0.9, -0.8, 0.4], [0.2, -0.2, 0.9], [0.1, 0.4, -0.4], [0.7, 0.3, -0.2], [-0.9, 0.5, 0.2], [-0.4, -0.4, -0.2], [0.4, -0.2, 0.1], [-0.1, -0.5, -0.2], [-0.2, 0.4, 0.3], [0.0, -0.4, 0.2], [0.4, -0.2, 0.3], [0.0, -0.4, -0.3], [0.1, 0.2, 0.4], [-0.2, 0.1, 0.6], [-0.2, 0.2, -0.4], [0.9, -0.2, -0.1], [-1.1, -0.7, -0.7], [0.8, -0.4, -0.2], [-0.4, -0.4, 0.4], [0.0, 0.0, 0.1], [-0.2, -0.2, -0.3], [0.2, -0.3, 0.0], [-0.1, -0.2, 0.0], [-1.2, -0.5, 0.3], [-0.1, 0.4, 0.4], [-0.2, -0.3, -0.2], [0.2, -0.2, -0.1], [0.4, 0.2, 0.1], [0.1, 0.2, -0.1], [-0.2, -0.2, 0.1], [-0.4, 0.0, 0.0], [0.3, 0.1, 0.2], [0.3, 0.1, 0.2]],
  "lowdin_charge": [1.52, 0.02, -0.13, -0.19, -0.25, -0.16, -0.23, -0.22, -0.22, -0.21, -0.19, -0.12, -0.03, -0.22, -0.28, -0.01, -0.02, -0.60, -0.15, -0.19, -0.23, 0.00, -0.23, -0.16, -0.23, -0.07, -0.12, -0.09, -0.23, 0.11, 0.10, 0.13, 0.11, 0.09, 0.11, 0.09, 0.10, 0.09, 0.09, 0.11, 0.11, 0.12, 0.11, 0.10, 0.03, 0.12, 0.09, 0.09, 0.12, 0.10, 0.09, 0.12, 0.13, 0.08, 0.10, 0.09, 0.09, 0.11, 0.09, 0.09, 0.10],
  "lumo_ev": [0.31, -0.67],
  "e_homo_ha": [-0.2833, -0.2619],
  "e_tot_ha": -1987.61180,
  "spin_multiplicity": 8,
  "total_charge": 0
}

{
  "formula": "CHN2O3P",
  "method": "ωB97M-V/def2-TZVPD",
  "symbols": ["P", "O", "O", "O", "N", "N", "C", "H"],
  "coordinates": [[1.324781, -0.193723, 0.557947], [1.805666, -1.567025, 0.334515], [-0.262948, -0.354625, 1.201861], [2.161488, 0.712993, 1.425150], [-2.009123, 0.131006, -1.307277], [-2.348146, -0.712682, -2.072534], [-0.285925, 0.394239, -0.094732], [-0.385791, 1.589818, -0.044930]],
  "forces_ev_per_a": [[-3.0, 1.0, 1.8], [1.2, -1.6, -1.1], [0.4, 1.0, -0.2], [0.4, 0.4, -0.3], [-3.0, -3.4, -3.9], [2.3, 3.7, 3.9], [1.9, 0.7, -0.6], [-0.1, -1.9, 0.5]],
  "lowdin_charge": [0.20, -0.46, -0.41, -0.50, -0.23, -0.20, -0.40, 0.00],
  "lumo_ev": 7.51,
  "e_homo_ha": 0.0906,
  "e_tot_ha": -715.20833,
  "total_charge": -2
}